The following is a quantum chemistry calculation of 6 unconnected molecules or ions with the total composition C34H45N2O12, from the OMol25 dataset.

```
93
Properties=species:S:1:pos:R:3:forces:R:3
C 4.593 -5.085 -0.431 -0.6 -0.1 0.6
C 3.692 -3.860 -0.069 -1.7 1.6 -0.1
C 4.004 -2.897 0.988 -0.6 0.0 -0.3
C 3.163 -1.772 1.372 -1.7 -1.1 -2.2
C 1.900 -1.566 0.639 1.4 -1.8 -0.2
C 0.905 -0.403 1.013 1.5 -0.7 -1.4
N -0.486 -0.928 0.939 -2.2 -0.2 0.2
C -1.363 -0.304 0.055 -1.4 -0.5 -0.1
C -2.727 -0.741 -0.144 1.3 -1.1 1.5
C -3.192 -1.896 0.630 1.7 -0.3 0.8
C -4.625 -2.523 0.501 0.6 0.0 -0.7
O -5.615 -1.871 0.437 0.5 -0.2 0.2
O -4.631 -3.930 0.433 0.4 1.3 -0.4
C -2.290 -2.529 1.589 0.9 2.1 -1.8
C -0.921 -1.997 1.709 -1.8 -0.8 0.4
N -0.078 -2.662 2.675 -0.1 0.9 -1.6
C 1.576 -2.504 -0.449 1.0 -0.2 0.5
C 2.434 -3.628 -0.824 1.3 1.2 2.2
H 4.780 -5.734 0.474 -0.2 0.8 -0.8
H 4.039 -5.752 -1.153 0.7 0.9 0.5
H 5.596 -4.798 -0.832 -0.9 -0.1 0.2
H 4.948 -3.053 1.562 -0.9 0.2 -0.6
H 3.391 -1.044 2.185 0.2 -0.9 -0.7
H 1.151 0.094 1.982 -0.5 -0.5 -0.7
H 0.982 0.333 0.161 -0.2 -0.5 1.2
H -0.941 0.574 -0.505 -0.4 -1.0 0.6
H -3.394 -0.215 -0.866 0.7 -0.5 0.7
H -4.456 -4.175 -0.501 -0.1 0.0 0.7
H -2.602 -3.412 2.199 0.5 1.0 -0.6
H 0.496 -3.306 2.104 -0.1 0.1 0.6
H 0.578 -1.999 3.100 -0.2 -0.3 -0.2
H 0.624 -2.371 -1.026 1.0 -0.1 0.6
H 2.199 -4.335 -1.658 0.0 0.9 0.9
O 0.956 1.362 -1.466 0.2 -0.2 -0.6
C 1.792 2.236 -1.426 0.1 0.1 0.3
O 2.917 2.229 -2.166 -0.6 -0.3 0.2
C 3.740 3.352 -1.799 0.6 0.5 -0.1
C 2.788 4.348 -1.172 0.0 0.3 0.1
C 1.753 3.442 -0.529 0.2 0.5 -0.5
H 4.505 3.008 -1.098 -0.1 -0.1 0.0
H 4.229 3.753 -2.686 -0.1 -0.3 -0.1
H 3.275 5.028 -0.472 0.0 -0.1 -0.1
H 2.314 4.951 -1.950 0.1 0.0 0.0
H 2.041 3.142 0.480 -0.2 0.0 0.0
H 0.768 3.895 -0.527 0.0 -0.3 0.3
O 3.974 2.722 -5.384 0.4 -0.3 0.0
C 3.804 1.543 -5.529 -0.3 0.6 -0.1
O 4.719 0.711 -6.091 -0.1 0.2 0.2
C 4.161 -0.606 -6.213 0.1 -0.4 -0.1
C 3.045 -0.660 -5.190 -0.3 -0.3 0.2
C 2.556 0.777 -5.168 0.0 -0.5 0.2
H 3.796 -0.736 -7.235 0.0 0.0 0.0
H 4.933 -1.349 -6.017 0.1 0.2 -0.1
H 2.269 -1.386 -5.437 0.1 0.0 -0.1
H 3.452 -0.924 -4.210 0.0 0.0 -0.1
H 1.793 0.959 -5.929 0.0 0.1 0.0
H 2.192 1.063 -4.184 -0.1 0.3 -0.2
O -0.270 2.851 1.661 0.1 0.2 -0.4
C -0.803 3.927 1.783 -0.1 -0.3 0.5
O -0.506 5.004 1.012 0.1 -0.5 0.0
C -1.235 6.149 1.487 -0.2 0.5 0.0
C -2.410 5.581 2.252 -0.4 0.1 0.2
C -1.839 4.293 2.815 -0.1 0.2 -0.9
H -0.573 6.744 2.121 0.0 -0.1 0.0
H -1.551 6.758 0.640 0.2 -0.1 -0.1
H -2.797 6.259 3.013 0.1 0.0 0.0
H -3.226 5.350 1.562 0.0 0.1 0.0
H -1.347 4.452 3.768 0.1 -0.2 -0.2
H -2.597 3.519 2.899 0.3 -0.1 0.3
O -2.876 -5.320 -6.249 -0.3 0.4 0.1
C -3.645 -5.305 -5.333 0.7 -0.3 -0.3
O -4.405 -4.224 -4.999 0.1 -0.1 0.0
C -5.129 -4.500 -3.795 -0.3 0.0 0.1
C -5.193 -6.012 -3.704 -0.1 -0.3 0.3
C -3.887 -6.432 -4.358 -0.6 -0.1 0.1
H -4.587 -4.054 -2.953 0.0 0.0 0.0
H -6.121 -4.053 -3.854 0.2 0.2 -0.1
H -5.310 -6.378 -2.683 0.0 0.1 0.0
H -6.035 -6.383 -4.293 0.0 0.1 0.1
H -3.064 -6.465 -3.641 0.1 -0.1 -0.1
H -3.983 -7.384 -4.875 0.3 0.1 0.0
O -2.400 4.588 5.422 0.0 -0.4 0.6
C -1.794 4.021 6.292 -0.5 0.5 0.1
O -1.581 2.682 6.309 -0.1 0.3 -0.3
C -0.925 2.315 7.534 0.2 -0.3 0.3
C -0.257 3.584 8.022 0.3 0.2 0.3
C -1.206 4.660 7.526 0.5 -0.2 0.1
H -1.677 1.945 8.234 0.0 0.0 -0.1
H -0.204 1.521 7.339 -0.2 0.0 -0.2
H -0.098 3.599 9.100 0.0 -0.1 -0.1
H 0.716 3.701 7.537 0.0 0.0 0.0
H -2.009 4.857 8.240 0.0 0.1 -0.1
H -0.680 5.580 7.278 -0.3 0.1 0.0
```
Forces are in eV/Å.

Its total charge is +1. The HOMO energy is -11.51 eV. As for the largest force on an atom: 3.00 eV/A. The molar mass is 673.7 g/mol.